1.
Computed, not measured: a cluster of 2 separate species, C8H14FN2S in total, with the ωB97M-V functional and the def2-TZVPD basis.

charge	+1
gap between HOMO and LUMO	8.460	eV
highest occupied orbital energy	-0.425	Eh

Each line ends with the Mulliken charge.
Element x y z (Å)
C 3.71664 0.31907 0.87180  -0.681
C 4.92645 -1.19640 -0.73989  -0.042
C 3.20508 0.15177 -0.54533  0.747
C -3.01597 0.86778 -0.21132  -1.381
C -0.77384 1.43268 1.10846  -0.750
C -0.91508 -1.53373 0.33002  -0.845
C 2.18465 0.88399 -1.05068  -0.793
C -1.57470 0.85038 0.25409  0.745
N 3.87063 -0.79868 -1.34047  -0.562
N -0.98683 -0.33052 -0.50216  -0.107
F 1.58381 1.89735 -0.36611  -0.320
S 5.41456 -0.49907 0.83622  -0.102
H 3.12430 -0.15311 1.55978  0.374
H 5.58844 -1.91766 -1.23788  0.384
H -3.48215 1.72685 0.19175  0.385
H -2.94066 0.87722 -1.30622  0.353
H -3.31589 -0.08842 -0.01192  0.450
H 0.25442 1.09155 1.37597  0.141
H 3.88242 1.32690 1.13464  0.426
H -1.30910 2.27267 1.58320  0.280
H -0.10357 -1.50669 1.11199  0.259
H -1.87636 -1.53228 0.74697  0.380
H -0.82805 -2.38456 -0.26651  0.448
H 1.92220 0.90303 -2.12806  0.607
H -0.10171 -0.23882 -0.95645  0.141
H -1.63712 -0.62857 -1.28724  0.466


2.
Computed, not measured: an isolated molecule of C7H7N3O2, with the ωB97M-V functional and the def2-TZVPD basis.

gap between HOMO and LUMO	8.824	eV
highest occupied orbital energy	-0.298	Eh

Each line ends with the Mulliken charge.
Element x y z (Å)
C -0.52225 -1.83884 2.84719  -0.584
O -1.07374 -1.93711 1.48864  -0.370
C -0.56110 -1.01212 0.52636  0.320
C -0.92850 -1.38893 -0.77070  -0.160
C -0.56107 -0.62777 -1.83965  -0.814
C 0.01004 0.55972 -1.48017  0.419
N 0.42226 1.71794 -2.16758  -0.227
C 1.05265 2.52469 -1.28726  0.215
O 1.27041 3.71310 -1.51122  -0.646
N 1.39066 1.80459 -0.19592  -0.075
C 0.61986 0.67323 -0.20052  0.265
N 0.30791 -0.05081 0.85234  -0.499
H -0.45652 -0.75002 3.06524  0.273
H 0.55362 -2.20403 2.81267  0.250
H -1.11396 -2.35952 3.63643  0.250
H -1.40971 -2.34925 -0.76851  0.425
H -0.67518 -0.83909 -2.89502  0.419
H -0.10907 2.19503 -2.81558  0.248
H 1.78368 2.16919 0.70326  0.291


3.
Computed, not measured: an isolated molecule of C6H10Br3OP, with the ωB97M-V functional and the def2-TZVPD basis.

gap between HOMO and LUMO	9.157	eV
highest occupied orbital energy	-0.335	Eh

Each line ends with the Mulliken charge.
Element x y z (Å)
C -1.50823 -0.46560 0.44844  -1.120
C -0.26299 -1.12780 1.01446  -0.270
C 0.64178 1.05270 -0.48846  -0.511
C 0.90224 -0.17205 1.33327  0.189
C 2.29293 -0.72222 1.28390  -1.406
C -1.42443 0.38757 -2.43547  -1.009
O -1.93585 2.14227 -0.50050  -0.733
P -1.14600 0.97848 -0.76828  0.930
Br 0.52459 -2.32949 -0.34911  -0.143
Br 1.35539 2.79089 0.03605  -0.057
Br 0.15678 1.02051 2.68141  -0.028
H -2.25439 -1.12894 0.07204  0.549
H -1.99634 0.05447 1.24981  0.460
H -0.55945 -1.83061 1.81663  0.517
H 1.39870 0.50087 -1.17262  0.411
H 2.84178 -0.73885 0.30948  0.336
H 2.24481 -1.66695 1.77309  0.444
H 3.01215 -0.06901 1.76598  0.402
H -0.55821 -0.19870 -2.63870  0.358
H -2.47452 0.14882 -2.54022  0.353
H -1.25075 1.37362 -2.89122  0.328


4.
Computed, not measured: a structure of composition C11H15N6O4RuS2, with the ωB97M-V functional and the def2-TZVPD basis.

charge	+3
gap between HOMO and LUMO (alpha / beta)	6.387 / 7.172	eV
highest occupied orbital energy (alpha / beta)	-0.703 / -0.707	Eh

Each line ends with the Mulliken charge.
Element x y z (Å)
Ru 0.95515 -0.58585 -0.40868  0.734
C 0.61592 -0.87746 4.99090  -1.105
N 0.35249 -0.18902 3.70865  0.086
C -0.22998 1.16852 3.77313  -1.113
C 0.61042 -0.75779 2.56002  0.526
N 0.46855 -0.09368 1.38648  -0.212
N 1.00201 -2.07511 2.56773  -0.108
C 1.48149 -2.83806 1.52592  0.636
N 1.81472 -4.08111 1.82432  -0.329
N 1.61476 -2.32616 0.31988  -0.215
H 0.61861 -0.13296 5.77979  0.366
H 1.60018 -1.34357 4.97946  0.456
H -0.16777 -1.60581 5.20815  0.391
H -0.62378 1.31660 4.77293  0.403
H -1.06754 1.26575 3.08260  0.463
H 0.53355 1.92077 3.57852  0.379
H 0.07646 0.83152 1.53248  0.015
H 0.91438 -2.54652 3.45682  0.232
H 1.79512 -4.44635 2.76503  0.209
H 2.14148 -4.71697 1.11022  0.230
H 2.00903 -2.97687 -0.35364  0.148
O -0.90767 -0.72811 -1.14787  -0.570
S -1.30695 0.74068 -1.25377  1.240
O -2.07761 1.22707 -0.17438  -0.504
N 0.31017 1.21898 -1.30590  -0.281
C 0.58394 1.64304 -2.50007  0.456
S 2.31058 1.60782 -2.91667  0.253
C -0.54698 1.84924 -3.38655  0.738
C -0.58452 2.44089 -4.63660  -0.752
C -1.81606 2.51154 -5.29185  -0.648
C -2.97146 1.99626 -4.72143  -0.578
C -2.95259 1.37507 -3.46339  -0.663
C -1.73496 1.31847 -2.83746  0.548
H 0.30738 2.85025 -5.09483  0.469
H -1.86887 2.98036 -6.26531  0.444
H -3.90874 2.06602 -5.25789  0.458
H -3.85240 0.95994 -3.02808  0.515
O 2.06848 -0.87249 -1.92868  -0.249
O 2.43302 -0.09492 -2.94996  -0.068


5.
Computed, not measured: a cluster of 2 separate species, C4H14NO in total, with the ωB97M-V functional and the def2-TZVPD basis.

charge	+1
gap between HOMO and LUMO	13.146	eV
highest occupied orbital energy	-0.592	Eh

Each line ends with the Mulliken charge.
Element x y z (Å)
C -0.80720 1.42208 0.19845  -1.354
C -0.87589 -0.07049 0.53861  0.336
N 0.49368 -0.70489 0.56470  -0.093
C 1.52598 0.02305 1.33364  -0.912
C -1.74225 -0.84331 -0.41713  -1.383
H -0.50550 1.55750 -0.83131  0.296
H -1.82970 1.78235 0.27881  0.420
H -0.18533 1.97921 0.88200  0.445
H -1.22752 -0.12030 1.56756  0.288
H 0.76751 -0.93318 -0.39772  0.402
H 0.33886 -1.62265 0.98208  0.392
H 1.93910 0.79807 0.69476  0.331
H 2.32131 -0.64995 1.63480  0.357
H 1.05635 0.43602 2.20681  0.360
H -1.28283 -0.94271 -1.39751  0.335
H -1.93631 -1.85557 -0.08092  0.411
H -2.70515 -0.37900 -0.57467  0.391
H 1.09663 -0.07151 -3.04066  0.308
H 2.20263 0.32578 -2.04131  0.289
O 1.35561 -0.13050 -2.10102  -0.620


6.
Computed, not measured: a cluster of 9 separate species, C31H75N5O13 in total, with the ωB97M-V functional and the def2-TZVPD basis.

2S+1	2
charge	+1
⟨S²⟩	0.7559
gap between HOMO and LUMO (alpha / beta)	7.768 / 1.399	eV
highest occupied orbital energy (alpha / beta)	-0.381 / -0.381	Eh

Each line ends with the Mulliken spin population.
Element x y z (Å)
C -1.06595 -5.16949 2.30217  0.000
O -1.65170 -4.14056 3.10713  0.000
C -1.81080 -4.48621 4.44897  0.000
C -2.40286 -3.36025 5.26960  0.000
O -3.87981 -3.26610 5.05123  0.000
C -4.51882 -2.35310 5.85681  0.000
H -1.42853 -6.11742 2.69974  0.000
H 0.00819 -5.35204 2.27038  0.000
H -1.35715 -5.02915 1.26120  0.000
H -0.78634 -4.58787 4.80707  0.000
H -2.21110 -5.46062 4.72895  0.000
H -1.89354 -2.49137 4.85275  0.000
H -2.15791 -3.47261 6.32575  0.000
H -3.89269 -1.46120 5.83328  0.000
H -4.35920 -2.69847 6.87826  0.000
H -5.56238 -2.20908 5.57694  0.000
C -1.38784 1.47593 -1.59673  0.000
O -1.49797 0.62956 -0.46012  0.001
C -1.14002 1.13997 0.82466  0.000
C -0.65333 -0.05273 1.63765  0.000
O 0.54337 -0.53824 1.00861  0.000
C 1.00893 -1.67037 1.73543  0.000
H -1.70328 2.48995 -1.35108  0.001
H -1.80719 1.13400 -2.54295  0.001
H -0.33564 1.53459 -1.87514  0.000
H -2.03926 1.46243 1.34955  0.000
H -0.38974 1.93002 0.85632  0.000
H -1.45628 -0.78684 1.57098  0.000
H -0.47529 0.28934 2.65716  0.000
H 0.28022 -2.48094 1.72835  0.000
H 1.35298 -1.41019 2.73644  0.000
H 1.83541 -1.97273 1.09231  0.000
C 2.28983 0.08843 -1.31047  0.000
O 2.78508 -0.36097 -2.56438  0.000
C 3.40391 -1.67317 -2.53195  0.000
C 4.25815 -1.96586 -3.80045  0.000
O 4.49914 -3.38819 -3.93751  0.000
C 5.07327 -3.84350 -5.13826  0.000
H 2.99030 -0.30092 -0.57166  0.000
H 1.26319 -0.22786 -1.12585  0.000
H 2.31084 1.17805 -1.32986  0.000
H 2.66995 -2.44676 -2.30621  0.000
H 4.12363 -1.83832 -1.73017  0.000
H 5.20495 -1.44792 -3.64745  0.000
H 3.80343 -1.60246 -4.72201  0.000
H 4.46941 -3.55059 -5.99713  0.000
H 5.28243 -4.91128 -5.20315  0.000
H 5.98923 -3.25529 -5.19430  0.000
C 0.11944 4.83753 -2.66848  0.008
O 0.23711 5.54802 -1.48654  0.431
C 1.47630 6.30664 -1.31909  0.068
C 1.55775 7.66219 -1.97508  0.090
O 0.64976 8.57507 -1.55719  0.267
C -0.76500 8.41331 -1.89720  0.001
H 0.93605 4.12081 -2.75545  0.030
H 0.23960 5.51293 -3.51555  0.045
H -0.87066 4.40080 -2.79916  0.001
H 2.30178 5.65888 -1.61422  0.006
H 1.44602 6.48705 -0.24454  0.000
H 1.51077 7.59514 -3.06200  0.017
H 2.55047 8.08800 -1.82911  -0.007
H -1.31405 7.71600 -1.26442  0.035
H -0.93228 8.12018 -2.93363  -0.001
H -1.29862 9.36093 -1.82395  0.007
C -4.59320 2.80089 -5.41771  0.000
C -3.79302 1.54908 -5.19752  0.000
O -2.57510 1.63226 -5.28709  0.000
N -4.43978 0.44391 -4.85741  0.000
C -3.80267 -0.81375 -4.53692  0.000
H -5.66039 2.68217 -5.60511  0.000
H -4.18720 3.12084 -6.37734  0.000
H -4.41640 3.54067 -4.63697  0.000
H -5.44828 0.39437 -4.88152  0.000
H -3.21027 -1.02432 -5.42733  0.000
H -4.58652 -1.56803 -4.46810  0.000
H -3.31160 -0.64097 -3.57927  0.000
C 2.93412 -0.19981 4.57642  0.000
C 4.01974 0.48180 5.39738  0.000
O 3.68115 1.47073 6.12956  0.000
N 5.21247 -0.11258 5.37628  0.000
C 6.30867 0.43922 6.24623  0.000
H 2.18900 0.54269 4.29080  0.000
H 2.41988 -0.97715 5.14157  0.000
H 3.37659 -0.62391 3.67506  0.000
H 5.48350 -0.65455 4.56825  0.000
H 7.01016 1.11635 5.75888  0.000
H 6.79395 -0.36460 6.79982  0.000
H 5.84107 1.15850 6.91862  0.000
C -5.99537 2.54521 -1.86085  0.000
C -4.99094 3.02634 -0.91695  0.000
O -4.38772 2.21959 -0.17223  0.000
N -4.60296 4.30520 -1.08007  0.000
C -3.56993 4.98027 -0.35022  0.002
H -5.60215 1.60206 -2.24025  0.000
H -6.00763 3.24298 -2.69815  0.000
H -6.94058 2.43498 -1.32932  0.000
H -5.07190 4.69727 -1.88412  0.000
H -3.74534 5.97814 0.05176  0.000
H -2.68865 5.12475 -0.97518  -0.003
H -3.20995 4.34436 0.45855  0.000
C -3.30199 -2.18495 0.28744  0.000
C -2.52778 -2.76376 -0.89194  0.000
O -2.61486 -3.95953 -1.24681  0.001
N -1.73939 -1.96567 -1.61117  0.001
C -0.95320 -2.42305 -2.73060  0.000
H -3.25694 -1.09814 0.35750  0.000
H -2.91290 -2.56582 1.23170  0.000
H -4.35602 -2.44982 0.37101  0.000
H -1.58318 -1.04194 -1.23377  0.000
H -1.60916 -2.77267 -3.52784  0.000
H -0.20753 -3.16808 -2.45311  0.000
H -0.41041 -1.55574 -3.10643  0.000
C 6.11881 -4.20573 0.90639  0.000
C 4.95163 -3.74232 1.88764  0.000
O 4.79600 -2.52336 2.05562  0.000
N 4.18778 -4.74284 2.39615  0.000
C 3.18360 -4.39924 3.46596  0.000
H 6.88803 -4.53665 1.60416  0.000
H 6.45820 -3.34568 0.32912  0.000
H 5.73414 -5.07007 0.36505  0.000
H 4.35769 -5.71580 2.18498  0.000
H 2.70889 -3.43147 3.30414  0.000
H 3.81742 -4.45398 4.35106  0.000
H 2.41275 -5.15371 3.30892  0.000